Entry 1:
C2H7NO3 | wB97M-V/def2-TZVPD

Last column: natural (NBO) charge in e.
Cartesian coordinates (Å):
C: -1.36 -0.70 -0.41  -0.716
C: -0.06 -0.43 0.30  0.709
O: -0.38 1.86 0.33  -0.976
O: 0.20 -0.73 1.45  -0.624
H: -0.44 1.74 1.27  0.479
H: -2.16 -0.78 0.32  0.245
H: -1.58 0.11 -1.09  0.249
H: -1.30 -1.64 -0.96  0.235
N: 1.03 0.00 -0.54  -0.410
O: 2.29 -0.34 -0.02  -0.566
H: 2.07 -0.56 0.91  0.485
H: 1.02 -0.26 -1.52  0.381
H: 0.66 1.72 -0.03  0.510

Energy above the lowest of the compared OMol25 structures with the same formula, charge and spin: 69.0 kcal per mole
Maximum force: 4.55 eV/Å
SMILES string: CC(=O)NO.O
HOMO energy: -9.42 eV
LUMO level: 0.0271 Ha
HOMO-LUMO gap: 10.16 eV

Entry 2:
C7H12N2O3 | wB97M-V/def2-TZVPD

Last column: natural (NBO) charge in e.
Cartesian coordinates (Å):
C: -2.78 -0.06 -0.20  0.618
C: -1.01 1.44 0.13  0.766
C: -1.60 -1.02 -0.21  0.241
C: 1.76 0.90 1.02  -0.596
C: 1.39 -1.44 0.30  -0.613
C: 1.43 0.38 -1.45  -0.616
C: 1.02 0.01 0.02  0.102
N: -2.35 1.22 -0.07  -0.632
N: -0.37 0.23 0.31  -0.504
O: -3.90 -0.54 -0.26  -0.572
O: -0.59 2.57 0.20  -0.620
O: -1.54 -1.98 0.66  -0.631
H: -1.10 -1.17 -1.19  0.205
H: 2.52 1.57 0.64  0.211
H: 1.05 1.44 1.51  0.229
H: 2.26 0.33 1.72  0.196
H: 0.76 -2.15 -0.34  0.214
H: 1.55 -1.52 1.42  0.228
H: 2.36 -1.66 -0.13  0.214
H: 1.57 -0.56 -1.94  0.199
H: 0.68 1.09 -1.97  0.215
H: 2.32 0.87 -1.52  0.214
H: -3.11 1.96 0.18  0.440
H: -2.32 -1.91 1.16  0.494

Energy above the lowest of the compared OMol25 structures with the same formula, charge and spin: 43.2 kcal per mole
Maximum force: 7.00 eV/Å
SMILES string: CC(C)(C)N1C(=O)NC(=O)[C@@H]1O
HOMO energy: -9.47 eV
LUMO level: 0.0204 Ha
HOMO-LUMO gap: 10.03 eV

Entry 3:
C33H24Br2F3IrN3O5 | wB97M-V/def2-TZVPD

Last column: Löwdin charge in e.
Cartesian coordinates (Å):
Ir: 0.13 0.52 0.56  1.672
N: 3.89 -7.61 5.63  0.164
C: 3.47 -6.72 5.03  -0.179
C: 2.94 -5.61 4.28  -0.225
C: 2.49 -5.81 2.98  -0.008
C: 1.97 -4.74 2.27  -0.008
C: 1.91 -3.48 2.85  -0.189
C: 2.38 -3.28 4.14  -0.004
C: 2.89 -4.35 4.87  -0.007
C: 1.36 -2.33 2.08  -0.035
C: 0.00 -2.34 1.80  -0.233
C: -0.93 -3.36 2.08  0.008
C: -2.12 -2.99 1.48  -0.038
C: -1.89 -1.75 0.88  -0.124
N: -0.63 -1.34 1.07  -0.063
C: 2.25 -1.35 1.66  -0.221
C: 3.65 -1.38 1.82  0.015
C: 4.18 -0.27 1.18  -0.031
C: 3.10 0.42 0.65  -0.098
N: 1.94 -0.20 0.91  -0.089
H: 2.54 -6.79 2.54  0.124
H: 1.62 -4.88 1.26  0.132
H: 2.33 -2.30 4.59  0.132
H: 3.24 -4.21 5.88  0.124
H: -0.73 -4.26 2.63  0.117
H: -3.05 -3.54 1.47  0.105
H: -2.57 -1.15 0.29  0.105
H: 4.19 -2.16 2.33  0.120
H: 5.21 0.02 1.09  0.107
H: 3.10 1.32 0.05  0.117
Br: -4.88 3.46 -3.53  0.737
C: -3.84 1.89 -3.77  -0.672
C: -4.10 1.06 -4.86  -0.123
C: -3.33 -0.08 -5.03  -0.067
C: -2.32 -0.39 -4.13  -0.013
C: -2.09 0.45 -3.05  -0.125
C: -2.84 1.60 -2.86  -0.068
C: -1.01 0.10 -2.07  -0.566
O: 0.02 -0.47 -2.36  0.074
O: -1.31 0.50 -0.85  -0.216
H: -4.89 1.31 -5.55  0.100
H: -3.53 -0.73 -5.88  0.107
H: -1.70 -1.26 -4.27  0.121
H: -2.63 2.25 -2.02  0.102
C: -4.31 1.19 0.72  -0.064
C: -3.46 0.88 1.93  -0.274
O: -2.09 1.28 1.76  -0.141
H: -5.32 0.80 0.85  0.082
H: -3.88 0.74 -0.18  0.057
H: -4.38 2.27 0.55  0.085
H: -3.44 -0.18 2.15  0.097
H: -3.84 1.38 2.83  0.120
H: -2.09 2.22 1.52  0.081
Br: 2.99 5.82 -5.79  0.732
C: 2.17 4.92 -4.34  -0.689
C: 1.54 5.67 -3.35  -0.117
C: 0.94 5.01 -2.29  -0.006
C: 0.98 3.62 -2.22  -0.127
C: 1.62 2.89 -3.21  -0.004
C: 2.21 3.54 -4.29  -0.114
C: 0.32 2.93 -1.07  -0.556
O: -0.73 3.28 -0.59  0.065
O: 1.02 1.88 -0.67  -0.193
H: 1.53 6.75 -3.41  0.101
H: 0.42 5.56 -1.52  0.124
H: 1.64 1.80 -3.15  0.119
H: 2.70 2.98 -5.07  0.102
F: 0.76 1.40 3.13  0.076
C: 0.67 2.00 1.91  -0.638
F: -0.24 2.97 2.03  0.091
F: 1.84 2.62 1.72  0.108

Energy above the lowest of the compared OMol25 structures with the same formula, charge and spin: 18.8 kcal per mole
Maximum force: 1.26 eV/Å
HOMO energy (alpha / beta): -8.64 / -8.61 eV
LUMO level (alpha / beta): -0.0657 / -0.0928 Ha
Multiplicity: 2
HOMO-LUMO gap (alpha / beta): 6.85 / 6.09 eV

Entry 4:
C30H54O30 | wB97M-V/def2-TZVPD

Last column: Löwdin charge in e.
Cartesian coordinates (Å):
C: 9.99 -1.71 -3.40  -0.126
C: 8.66 -1.26 -2.87  -0.146
O: 8.67 -1.73 -1.58  0.101
C: 9.46 -2.76 -1.51  -0.594
O: 9.57 -3.48 -0.55  0.147
O: 10.23 -2.84 -2.61  0.074
H: 10.79 -0.97 -3.29  0.134
H: 9.97 -2.09 -4.43  0.136
H: 7.85 -1.66 -3.48  0.136
H: 8.50 -0.18 -2.81  0.138
C: -2.72 3.94 3.67  -0.111
C: -2.36 5.44 3.87  -0.108
O: -3.47 6.16 3.37  0.069
C: -4.26 5.34 2.65  -0.542
O: -5.25 5.64 2.03  0.142
O: -3.84 4.06 2.82  0.041
H: -3.09 3.40 4.54  0.128
H: -1.90 3.38 3.21  0.124
H: -1.45 5.69 3.33  0.129
H: -2.27 5.59 4.95  0.128
C: -2.23 -5.33 -2.79  -0.182
C: -2.91 -5.02 -4.06  -0.156
O: -4.03 -4.28 -3.64  0.070
C: -4.33 -4.56 -2.37  -0.470
O: -5.34 -4.28 -1.74  0.139
O: -3.25 -5.30 -1.84  0.057
H: -1.44 -4.60 -2.61  0.135
H: -1.73 -6.27 -3.01  0.136
H: -3.12 -5.88 -4.71  0.136
H: -2.38 -4.29 -4.66  0.136
C: 0.47 -0.11 4.70  -0.052
O: -0.84 0.11 5.19  -0.020
C: -1.08 -0.12 6.51  -0.527
O: -0.26 -0.34 7.44  0.083
O: -2.40 -0.06 6.57  0.011
C: -3.04 -0.31 7.78  -0.070
H: 0.69 -1.13 4.37  0.097
H: 1.18 0.33 5.40  0.096
H: 0.58 0.55 3.85  0.087
H: -4.12 -0.19 7.76  0.096
H: -2.79 0.38 8.59  0.095
H: -2.80 -1.29 8.21  0.100
C: -1.65 0.41 -0.23  -0.015
O: -0.27 0.73 -0.47  -0.018
C: 0.71 -0.18 -0.58  -0.687
O: 0.62 -1.38 -0.53  0.118
O: 1.76 0.51 -0.72  0.040
C: 3.02 -0.18 -0.97  -0.001
H: -2.24 1.32 -0.40  0.094
H: -1.75 -0.02 0.76  0.097
H: -1.98 -0.24 -1.04  0.092
H: 3.38 -0.70 -0.08  0.092
H: 3.88 0.46 -1.14  0.090
H: 2.94 -0.95 -1.75  0.096
C: -5.72 4.30 -2.92  -0.047
O: -4.77 5.32 -3.03  0.005
C: -5.06 6.48 -3.56  -0.603
O: -6.14 6.74 -4.09  0.104
O: -3.94 7.17 -3.43  0.017
C: -3.82 8.41 -4.07  -0.054
H: -5.14 3.38 -3.03  0.094
H: -6.49 4.21 -3.69  0.094
H: -6.23 4.34 -1.95  0.102
H: -2.89 8.95 -3.93  0.093
H: -4.61 9.10 -3.76  0.097
H: -3.93 8.28 -5.15  0.098
C: -9.09 2.35 2.62  -0.031
O: -8.53 1.27 3.38  -0.016
C: -7.44 0.63 2.91  -0.540
O: -6.96 0.89 1.79  0.076
O: -6.98 -0.26 3.82  -0.002
C: -5.97 -1.17 3.40  -0.045
H: -9.99 2.01 2.11  0.097
H: -8.32 2.76 1.97  0.090
H: -9.32 3.18 3.29  0.090
H: -6.36 -2.04 2.88  0.098
H: -5.59 -1.66 4.30  0.089
H: -5.14 -0.68 2.88  0.095
C: 3.64 -5.53 -1.35  -0.017
O: 2.90 -5.67 -2.59  0.008
C: 3.35 -5.11 -3.70  -0.628
O: 4.35 -4.43 -3.78  0.111
O: 2.50 -5.43 -4.67  0.000
C: 2.43 -4.58 -5.84  -0.025
H: 3.03 -5.70 -0.47  0.092
H: 4.04 -4.53 -1.22  0.088
H: 4.51 -6.19 -1.32  0.097
H: 2.95 -5.04 -6.68  0.094
H: 2.65 -3.53 -5.66  0.098
H: 1.40 -4.56 -6.21  0.082
C: 5.35 4.31 -4.30  -0.051
O: 6.68 4.05 -4.71  -0.023
C: 7.49 5.09 -5.07  -0.563
O: 7.24 6.30 -5.20  0.092
O: 8.65 4.54 -5.31  0.011
C: 9.81 5.25 -5.76  -0.027
H: 4.76 3.43 -4.01  0.089
H: 4.85 4.78 -5.14  0.097
H: 5.36 4.95 -3.41  0.097
H: 9.83 6.30 -5.49  0.095
H: 9.96 5.33 -6.84  0.091
H: 10.70 4.70 -5.45  0.093
C: 0.04 -5.20 7.80  -0.030
O: 0.26 -5.42 6.40  -0.020
C: -0.66 -4.94 5.51  -0.530
O: -1.63 -4.22 5.69  0.112
O: -0.31 -5.48 4.32  -0.017
C: -0.85 -5.04 3.14  -0.077
H: -0.01 -6.14 8.34  0.094
H: -0.90 -4.66 7.83  0.081
H: 0.79 -4.52 8.22  0.094
H: -0.51 -5.56 2.24  0.096
H: -0.60 -3.98 3.11  0.100
H: -1.93 -5.23 3.09  0.099

Energy above the lowest of the compared OMol25 structures with the same formula, charge and spin: 108.6 kcal per mole
Maximum force: 5.25 eV/Å
SMILES string: COC(=O)OC.COC(=O)OC.COC(=O)OC.COC(=O)OC.COC(=O)OC.COC(=O)OC.COC(=O)OC.O=C1OCCO1.O=C1OCCO1.O=C1OCCO1
HOMO energy: -10.46 eV
LUMO level: -0.0009 Ha
HOMO-LUMO gap: 10.44 eV

Entry 5:
C10H15N4O3SV | wB97M-V/def2-TZVPD

Last column: Löwdin charge in e.
Cartesian coordinates (Å):
V: 0.57 0.96 0.49  0.973
O: -0.17 2.45 4.20  0.476
C: -0.43 2.82 3.18  0.104
O: 0.90 0.69 1.96  -0.163
C: -0.82 3.38 1.93  -0.173
C: -1.56 4.55 2.02  0.128
C: -2.01 5.15 0.83  0.101
C: -1.70 4.54 -0.36  0.083
C: -0.95 3.36 -0.36  -0.020
N: -0.49 2.76 0.74  0.002
H: -1.80 4.98 2.99  0.177
H: -2.60 6.06 0.87  0.169
H: -2.03 4.95 -1.31  0.162
H: -0.72 2.88 -1.31  0.146
N: 5.00 0.06 -1.75  0.090
C: 4.89 0.04 -0.25  -0.055
C: 3.65 0.80 0.22  -0.122
N: 2.38 0.28 -0.40  -0.124
C: 2.52 0.33 -1.90  -0.123
C: 3.74 -0.44 -2.40  -0.057
H: 5.79 -0.54 -2.04  0.213
H: 5.24 1.00 -2.09  0.205
H: 5.79 0.48 0.18  0.167
H: 4.85 -1.01 0.05  0.160
H: 3.73 1.86 -0.03  0.147
H: 3.59 0.71 1.30  0.140
H: 2.32 -0.72 -0.15  0.145
H: 2.58 1.39 -2.19  0.144
H: 1.64 -0.10 -2.37  0.142
H: 3.83 -0.33 -3.48  0.166
H: 3.66 -1.50 -2.18  0.159
O: -2.89 -0.62 0.89  -0.285
S: -1.80 -1.22 0.20  1.142
N: -0.60 -0.19 0.03  -0.417

Energy above the lowest of the compared OMol25 structures with the same formula, charge and spin: 0.0 kcal per mole
Maximum force: 0.08 eV/Å
Net charge: +4
HOMO energy: -24.58 eV
LUMO level: -0.5924 Ha
HOMO-LUMO gap: 8.46 eV

Entry 6:
C9H36FeO17S2 | wB97M-V/def2-TZVPD

Last column: natural (NBO) charge in e.
Cartesian coordinates (Å):
Fe: -0.26 1.90 -1.24  1.804
S: -0.18 -0.31 0.33  2.727
O: 0.25 0.05 -1.02  -1.051
O: -0.76 1.01 0.41  -1.084
O: -1.15 -1.36 0.36  -1.027
O: 0.88 -0.53 1.29  -1.035
S: 0.36 2.90 -3.66  2.640
O: 0.54 1.64 -2.96  -1.030
O: 1.61 3.47 -4.11  -0.980
O: -0.71 2.88 -4.63  -1.010
O: -0.13 3.41 -2.40  -1.062
C: 3.75 -1.49 2.37  -0.245
O: 3.54 -0.83 1.15  -0.757
H: 3.38 -2.51 2.25  0.155
H: 4.80 -1.59 2.63  0.162
H: 3.24 -0.98 3.18  0.183
H: 2.60 -0.82 0.98  0.489
C: 2.86 -1.48 -2.32  -0.241
O: 1.55 -1.40 -2.86  -0.761
H: 2.81 -1.96 -1.34  0.162
H: 3.47 -2.12 -2.95  0.165
H: 3.34 -0.51 -2.26  0.155
H: 0.99 -0.91 -2.25  0.493
C: 0.28 -3.09 3.23  -0.256
O: 0.74 -1.77 3.55  -0.757
H: 0.50 -3.75 4.07  0.167
H: -0.80 -3.10 3.06  0.161
H: 0.76 -3.53 2.35  0.169
H: 0.70 -1.28 2.73  0.485
C: 2.81 2.16 -0.70  -0.252
O: 1.48 2.53 -0.36  -0.755
H: 3.03 1.25 -0.14  0.211
H: 2.90 1.96 -1.77  0.218
H: 3.46 2.97 -0.36  0.173
H: 1.61 3.30 0.20  0.507
C: -3.17 0.51 -1.45  -0.255
O: -2.09 1.22 -2.08  -0.755
H: -3.14 0.63 -0.37  0.209
H: -4.16 0.90 -1.69  0.172
H: -3.06 -0.53 -1.76  0.197
H: -2.31 1.24 -3.01  0.519
C: -2.50 4.31 -0.69  -0.245
O: -1.51 3.34 -0.29  -0.744
H: -2.01 5.19 -1.12  0.204
H: -3.14 3.86 -1.45  0.188
H: -3.19 4.65 0.09  0.177
H: -1.74 3.12 0.61  0.502
C: 0.76 2.24 3.12  -0.235
O: 1.78 1.42 2.68  -0.754
H: 0.29 2.77 2.30  0.130
H: 0.07 1.60 3.68  0.169
H: 1.27 2.95 3.77  0.168
H: 1.42 0.67 2.21  0.486
C: -3.39 -2.88 1.83  -0.250
O: -3.56 -2.15 0.64  -0.751
H: -4.37 -3.17 2.20  0.166
H: -2.69 -3.71 1.80  0.168
H: -2.97 -2.26 2.62  0.148
H: -2.66 -1.89 0.43  0.489
C: -1.39 -3.47 -2.17  -0.263
O: -1.12 -3.70 -0.76  -0.760
H: -2.10 -2.66 -2.31  0.149
H: -0.50 -3.15 -2.72  0.194
H: -1.93 -4.31 -2.62  0.167
H: -1.20 -2.85 -0.33  0.485

Energy above the lowest of the compared OMol25 structures with the same formula, charge and spin: 80.4 kcal per mole
Maximum force: 8.91 eV/Å
Net charge: -1
HOMO energy (alpha / beta): -6.53 / -6.76 eV
LUMO level (alpha / beta): 0.0793 / 0.0703 Ha
Multiplicity: 6
HOMO-LUMO gap (alpha / beta): 8.69 / 8.67 eV

Entry 7:
C4H7P3 | wB97M-V/def2-TZVPD

Last column: natural (NBO) charge in e.
Cartesian coordinates (Å):
C: -1.75 0.28 -1.07  -1.017
C: 1.33 0.34 -0.72  -0.376
C: 2.58 0.08 -0.03  -0.743
C: -1.64 -0.75 1.35  -0.995
P: -1.14 1.49 -2.07  0.419
P: 0.94 1.54 -1.84  0.248
P: -0.97 -1.12 -0.31  0.791
H: -2.79 0.32 -1.30  0.251
H: 2.46 0.05 1.10  0.236
H: 3.36 0.67 -0.33  0.225
H: 2.86 -0.99 -0.32  0.241
H: -1.53 0.31 1.75  0.243
H: -1.10 -1.18 2.30  0.242
H: -2.62 -1.04 1.48  0.235

Energy above the lowest of the compared OMol25 structures with the same formula, charge and spin: 79.9 kcal per mole
Maximum force: 5.08 eV/Å
SMILES string: CC#P=P/C=P/C
HOMO energy: -7.82 eV
LUMO level: -0.0317 Ha
HOMO-LUMO gap: 6.96 eV